(1)
75
Properties=species:S:1:pos:R:3 method="wB97M-V/def2-TZVPD" largest_force_ev_per_a=1.16 e_homo_ev=-7.18 homo_lumo_gap_ev=7.30 e_lumo_ev=0.111 e_above_lowest_kcal_mol=0.00
Sc 0.6951 -1.0404 -0.4173
C -2.3809 -2.3956 -0.2366
C -1.6860 -2.4430 1.1164
N -0.2695 -2.7962 0.9550
C -0.0115 -4.1974 0.5828
C 1.0291 -4.2690 -0.5266
N 0.7440 -3.2471 -1.5462
C -0.4408 -3.5802 -2.3674
C -1.3906 -2.4023 -2.5172
N -1.5580 -1.6851 -1.2401
H -3.3493 -1.9096 -0.1187
H -2.5776 -3.4062 -0.5991
H -2.2136 -3.1375 1.7768
H -1.7246 -1.4569 1.5843
H 0.2158 -2.5716 1.8187
H -0.9433 -4.6666 0.2617
H 0.3462 -4.7625 1.4429
H 1.0457 -5.2744 -0.9557
H 2.0164 -4.0698 -0.1179
H 1.5617 -3.1427 -2.1363
H -0.9519 -4.4241 -1.9017
H -0.1410 -3.9104 -3.3614
H -2.3497 -2.7580 -2.9052
H -0.9774 -1.7026 -3.2361
H -1.9904 -0.7940 -1.4467
O 0.1166 -0.0759 -4.1835
C 0.1502 0.5091 -3.1210
O 0.7575 0.0684 -2.0519
C -0.6375 1.7798 -2.9235
C -0.9385 2.5063 -4.0735
C -1.6560 3.6842 -3.9951
C -2.1006 4.1388 -2.7584
C -1.8213 3.4138 -1.6127
C -1.0855 2.2264 -1.6690
P -0.6617 1.3594 -0.0853
C 0.5269 2.5850 0.5897
C 0.1416 3.6847 1.3470
C 1.0931 4.5895 1.8075
C 2.4350 4.4058 1.5083
C 2.8260 3.3154 0.7417
C 1.8792 2.4107 0.2869
C -2.2112 1.4994 0.8820
C -2.2073 1.5537 2.2786
C -3.3983 1.4572 2.9909
C -4.6049 1.2906 2.3256
C -4.6206 1.2213 0.9381
C -3.4333 1.3227 0.2237
H -0.5897 2.1241 -5.0245
H -1.8718 4.2499 -4.8935
H -2.6638 5.0623 -2.6872
H -2.1756 3.7781 -0.6554
H -0.9029 3.8425 1.5919
H 0.7816 5.4357 2.4091
H 3.1768 5.1039 1.8792
H 3.8722 3.1607 0.5080
H 2.2054 1.5677 -0.3027
H -1.2690 1.6514 2.8092
H -3.3772 1.5057 4.0738
H -5.5302 1.2169 2.8843
H -5.5585 1.0968 0.4095
H -3.4631 1.2857 -0.8607
S 5.2746 2.3215 4.8011
C 4.3662 1.2304 3.9779
S 2.7174 1.4952 3.5362
C 2.3638 -0.0669 2.8419
C 3.3974 -0.9331 2.8528
S 3.3966 -2.5756 2.2226
S 4.8892 -0.3573 3.5662
S 0.7526 -0.2722 2.2370
Cl 5.0861 -4.3534 0.1893
C 4.8200 -2.6555 -0.2550
Cl 6.1685 -1.6651 0.3121
Cl 4.7153 -2.5642 -2.0288
C 3.5084 -2.1310 0.4161
N 2.6623 -1.4572 -0.1647


(2)
69
Properties=species:S:1:pos:R:3 method="wB97M-V/def2-TZVPD" largest_force_ev_per_a=0.44 e_homo_ev="-10.88 / -10.88" homo_lumo_gap_ev="5.97 / 5.84" charge=+1 e_lumo_ev="-4.913 / -5.038" spin_multiplicity=5 s2=6.03 e_above_lowest_kcal_mol=13.36
Cr -0.6017 1.7381 2.3170
C 0.3527 -3.8553 -3.2165
S 2.0498 -3.9452 -2.6195
C 2.0403 -2.5704 -1.4498
C 1.2372 -2.8285 -0.1810
C 1.3951 -1.7203 0.8494
N 0.7325 -0.4589 0.4167
P -0.9595 -0.2177 0.8068
C -1.8204 -0.0650 -0.7665
C -2.8469 0.8647 -0.8816
C -3.4857 1.0514 -2.1002
C -3.1056 0.2956 -3.1978
C -2.0855 -0.6431 -3.0860
C -1.4369 -0.8176 -1.8767
C -1.5987 -1.6852 1.6342
C -1.4010 -1.8110 3.0086
C -1.8941 -2.9123 3.6889
C -2.6048 -3.8847 2.9997
C -2.8217 -3.7583 1.6339
C -2.3215 -2.6624 0.9499
P 1.3916 1.0477 0.9728
C 3.1782 0.9289 0.8796
C 3.9356 1.2957 1.9868
C 5.3215 1.2687 1.9168
C 5.9444 0.8697 0.7451
C 5.1897 0.5010 -0.3641
C 3.8090 0.5351 -0.3024
C 0.7707 2.1873 -0.2938
C 0.5499 1.7898 -1.6114
C -0.1347 2.6233 -2.4799
C -0.6188 3.8495 -2.0388
C -0.3776 4.2694 -0.7397
C 0.3235 3.4434 0.1262
H 0.2474 -4.6076 -3.9955
H 0.1453 -2.8792 -3.6569
H -0.3732 -4.0725 -2.4334
H 1.6842 -1.6713 -1.9624
H 3.0882 -2.3900 -1.1984
H 1.5501 -3.7774 0.2602
H 0.1790 -2.9464 -0.4217
H 2.4563 -1.5022 0.9796
H 1.0173 -2.0448 1.8230
H -3.1446 1.4568 -0.0262
H -4.2553 1.8059 -2.1853
H -3.6013 0.4418 -4.1485
H -1.7914 -1.2301 -3.9470
H -0.6196 -1.5206 -1.7973
H -0.8606 -1.0447 3.5576
H -1.7332 -3.0059 4.7542
H -3.0043 -4.7378 3.5316
H -3.3872 -4.5121 1.1031
H -2.5069 -2.5586 -0.1118
H 3.4488 1.6033 2.9051
H 5.9110 1.5560 2.7767
H 7.0246 0.8475 0.6910
H 5.6813 0.1942 -1.2775
H 3.2213 0.2582 -1.1689
H 0.8640 0.8066 -1.9373
H -0.3242 2.3030 -3.4958
H -1.1972 4.4751 -2.7048
H -0.7467 5.2274 -0.3998
H 0.5398 3.8047 1.1334
N -2.3878 2.5726 2.4694
C -3.2060 3.2097 1.9107
N -4.1438 3.8669 1.3778
C -3.9703 4.2910 0.1301
N -3.8392 4.6501 -0.9604
I 0.7670 2.4620 4.5961
I -0.8394 3.9454 6.1027